(1)
ORCA calculation (ωB97M-V/def2-TZVPD) on a 3-piece molecular cluster, C3H12N2O3 overall at a distorted geometry.

XYZ file:
```
20
Properties=species:S:1:pos:R:3:mulliken_charge:R:1
C -1.99 -1.67 1.45 -1.04
C -1.12 -0.52 1.05 0.64
O -0.05 -0.25 1.54 -0.58
N -1.70 0.37 0.15 -0.20
C -0.82 1.46 -0.26 -0.44
N 0.36 1.03 -1.03 -0.61
H -1.56 -2.06 2.38 0.30
H -2.96 -1.23 1.84 0.30
H -2.20 -2.40 0.66 0.29
H -2.57 0.39 -0.36 0.24
H -1.31 1.99 -1.09 0.32
H -0.56 2.18 0.54 0.29
H 0.25 0.16 -1.52 0.22
H 1.14 0.90 -0.40 0.27
O 2.19 -1.91 -5.73 -0.64
H 3.15 -2.00 -5.76 0.32
H 1.88 -1.68 -4.85 0.32
O 2.90 1.62 3.98 -0.63
H 2.92 1.81 3.04 0.31
H 2.05 1.82 4.38 0.31
```

## Properties
Kohn-Sham gap: 9.88 eV
LUMO: 0.021 hartree
SMILES: CC(=O)NCN.O.O



(2)
ORCA calculation (ωB97M-V/def2-TZVPD) on C3H5N3O in the gas phase at a distorted geometry.

XYZ file:
```
12
Properties=species:S:1:pos:R:3:mulliken_charge:R:1
H -1.35 2.37 0.62 0.28
N -1.27 1.37 0.47 -0.53
C -0.08 0.93 0.41 0.09
C 0.75 -0.31 -0.08 0.50
C 1.88 -0.36 -0.78 -0.88
N 0.19 -1.36 0.63 -0.13
N -1.02 -1.19 0.74 -0.22
O -1.83 -1.28 -0.38 -0.32
H 0.70 1.71 0.51 0.27
H 2.45 0.53 -0.97 0.25
H 2.30 -1.31 -1.08 0.28
H -2.74 -1.10 -0.09 0.41
```

## Properties
Kohn-Sham gap (alpha / beta): 7.98 / 7.97 eV
LUMO (alpha / beta): -0.017 / -0.018 hartree
SMILES: [H]/N=C/C(=C)/N=N\O



(3)
ORCA calculation (ωB97M-V/def2-TZVPD) on a 9-piece molecular cluster, C6H25BN2O10 overall at a distorted geometry.

XYZ file:
```
44
Properties=species:S:1:pos:R:3:mulliken_charge:R:1
C -1.57 -0.57 0.33 -0.69
C -1.62 -0.56 -1.18 -0.48
O -0.77 0.45 -1.77 -0.51
B -0.78 1.65 -1.16 0.67
O -1.91 2.28 -0.73 -0.63
C 0.65 2.39 -1.00 0.69
C 1.66 1.36 -0.90 -0.29
N 2.50 0.58 -0.85 -0.69
C 0.89 3.16 -2.34 -0.62
C 0.69 4.58 -2.15 0.06
N 0.52 5.72 -1.95 -0.50
H -2.29 0.11 0.73 0.29
H -0.59 -0.44 0.74 0.14
H -1.89 -1.57 0.64 0.26
H -1.23 -1.51 -1.53 0.37
H -2.63 -0.52 -1.56 0.31
H -1.64 3.06 -0.25 0.31
H 0.68 3.08 -0.17 0.50
H 1.88 2.98 -2.73 0.47
H 0.19 2.83 -3.11 0.39
O 2.12 -1.51 -3.53 -0.67
H 2.11 -0.83 -2.85 0.30
H 3.04 -1.80 -3.56 0.34
O -0.60 1.51 2.09 -0.43
H -0.87 2.29 2.58 0.22
H -0.10 0.98 2.73 0.25
O -3.15 -3.11 2.10 -0.57
H -2.92 -3.63 2.86 0.28
H -4.02 -3.42 1.86 0.28
O 0.05 -2.55 1.60 -0.59
H 0.13 -3.40 1.16 0.28
H -0.41 -2.75 2.42 0.28
O 2.74 4.60 0.07 -0.61
H 3.67 4.35 0.14 0.31
H 2.74 5.32 -0.58 0.31
O 4.65 -3.62 -3.66 -0.66
H 4.01 -4.22 -3.27 0.33
H 4.52 -3.72 -4.61 0.33
O 1.53 0.54 3.95 -0.60
H 1.80 0.78 4.84 0.28
H 2.23 -0.04 3.63 0.30
O -5.12 -4.66 3.48 -0.57
H -4.88 -5.18 4.25 0.29
H -6.00 -4.98 3.24 0.29
```

## Properties
Kohn-Sham gap: 10.31 eV
LUMO: 0.008 hartree
SMILES: CCOB(O)[C@@H](C#N)CC#N.O.O.O.O.O.O.O.O